# 1
Formula: C5H11Cl3N4O3P
Source: the OMol25 dataset
Level of theory: ωB97M-V/def2-TZVPD

Computed properties:
Total charge: +1
LUMO: -0.147 Eh
Kohn-Sham gap: 9.14 eV
Energy: -64311.4958 eV

Last column: Löwdin charge in e.
Positions of all 27 atoms, in Å:
Cl (0.93257, -0.12763, 3.77880)  0.55
Cl (-1.31305, -1.91141, 3.30919)  0.53
Cl (1.31463, -2.58016, 2.25801)  0.56
P (-1.85599, -0.39829, -2.25375)  0.93
O (1.83124, 2.79919, -0.69009)  -0.04
O (0.72295, 3.79659, 0.83166)  0.13
O (-2.90005, -1.60571, -2.82260)  -0.28
N (-0.48153, -1.18894, -1.37986)  -0.03
N (1.02207, 0.74832, -1.86278)  0.11
N (1.76869, 3.31444, 0.62284)  0.01
N (1.88507, -0.91991, -0.64619)  0.09
C (0.66360, -0.54941, -1.31642)  -0.33
C (2.18711, 0.35087, 0.11457)  -0.07
C (0.42932, -1.81057, 3.58669)  -1.51
C (-2.78102, 0.68029, -0.99586)  -0.25
C (1.30025, 1.48899, -0.59115)  -0.32
H (1.82196, -1.75990, -0.06358)  0.06
H (0.29874, 1.17291, -2.46008)  0.11
H (-2.79818, 0.23732, 0.03807)  0.05
H (-3.84033, 0.87909, -1.31518)  0.06
H (0.66185, -2.34405, 4.50374)  0.03
H (-3.24855, -2.05373, -2.02646)  0.06
H (1.58943, 0.19089, 1.06294)  0.07
H (3.26639, 0.62400, 0.24571)  0.15
H (0.29781, 1.39860, -0.06681)  0.14
H (-0.55386, -2.09080, -0.90033)  0.14
H (-2.22114, 1.65902, -0.96107)  0.04


# 2
Formula: C4H8O3
Source: the OMol25 dataset
Level of theory: ωB97M-V/def2-TZVPD

Computed properties:
Total charge: 0
LUMO: 0.033 Eh
Kohn-Sham gap: 11.21 eV
Structure (SMILES): C[C@H](CO)OC=O
Energy: -10418.7686 eV

Last column: Löwdin charge in e.
Positions of all 15 atoms, in Å:
O (1.14921, 2.07813, 0.28920)  0.07
O (2.10649, -0.36564, 0.77171)  -0.08
O (-0.82728, 1.14465, -0.32703)  0.00
C (-0.26052, -0.22757, -0.36047)  -0.29
C (0.03272, 2.12618, -0.14965)  -0.35
C (0.68286, -0.51188, 0.81845)  -0.25
C (-1.33026, -1.29660, -0.72435)  -0.03
H (-2.10390, -1.04783, -1.56171)  0.12
H (0.52615, -0.10956, -1.22870)  0.18
H (-0.37579, 3.08524, -0.36934)  0.13
H (0.75837, -1.52920, 0.84914)  0.08
H (-1.95278, -1.40402, 0.15869)  0.07
H (2.30122, 0.61210, 0.98278)  0.11
H (-0.84718, -2.27033, -0.92749)  0.09
H (0.14069, -0.28367, 1.77875)  0.15


Largest force on an atom, record by record: 0.08545; 0.08741 Eh/bohr